(1)
240
Properties=species:S:1:pos:R:3:forces:R:3 method="wB97M-V/def2-TZVPD" e_homo_ev=-22.3 charge=+8
C -9.9379 -0.3535 1.9885 -0.4 0.7 -0.3
C -9.2515 -0.6711 3.3435 -0.2 1.0 -2.6
C -9.2995 -2.1561 3.6231 -0.3 -0.4 3.1
C -8.6204 -2.3658 5.0040 1.6 -1.0 0.5
N -8.2416 -3.7916 5.4687 -2.0 -3.0 0.7
C -7.5608 -4.7119 4.4228 -0.6 1.0 -1.0
C -6.3097 -5.2314 5.0383 0.9 -1.4 0.0
C -6.5975 -5.2396 6.5034 0.2 1.0 1.6
C -7.3304 -3.9622 6.7084 -0.6 2.8 -0.4
C -9.5208 -4.5430 5.9704 0.0 0.4 -1.4
H -11.0064 -0.1589 2.0888 -0.1 -0.2 0.2
H -9.8596 -1.0700 1.1695 0.4 -0.3 0.3
H -9.5512 0.5893 1.5987 0.1 0.0 0.0
H -9.7387 0.0475 4.0027 -0.1 -0.8 0.8
H -8.2530 -0.2411 3.2353 0.4 -0.6 0.3
H -8.8753 -2.8481 2.8976 0.0 0.5 -0.4
H -10.3280 -2.4366 3.8578 -0.2 -0.1 -0.8
H -9.2288 -2.0102 5.8341 0.0 0.4 -0.2
H -7.6228 -1.9239 5.0439 -0.2 0.7 -0.1
H -8.1773 -5.5448 4.0849 -0.6 0.3 0.5
H -7.3782 -4.1212 3.5262 0.1 0.2 0.2
H -6.0892 -6.2732 4.8002 -0.1 0.1 -0.7
H -5.4408 -4.6359 4.7529 0.0 0.2 0.3
H -7.2381 -6.0335 6.8865 0.3 -0.4 -0.5
H -5.7161 -5.1918 7.1434 0.1 -0.3 -0.1
H -7.9393 -3.8669 7.6059 0.0 -0.2 -0.1
H -6.7437 -3.0414 6.6672 0.6 -0.3 0.2
H -10.0580 -4.0062 6.7508 0.4 0.3 0.0
H -9.2333 -5.5282 6.3295 0.0 0.1 -0.1
H -10.1791 -4.6178 5.1054 -0.1 -0.2 0.1
C -11.6641 -1.5683 -1.9304 -0.4 -0.1 1.0
C -10.2437 -1.9345 -1.5394 0.7 0.2 -1.8
C -10.0600 -3.2675 -0.8476 0.5 -0.9 0.8
C -8.5750 -3.7585 -1.0814 -1.8 -0.4 0.1
N -8.1986 -5.1101 -0.4753 0.0 -0.9 0.3
C -7.9656 -5.0358 1.0152 0.8 1.0 -1.0
C -6.5345 -4.4418 1.0603 0.5 0.3 2.2
C -5.8007 -4.8070 -0.1822 0.7 1.1 -0.9
C -6.8172 -5.5729 -0.9711 0.5 0.0 -0.8
C -9.2134 -6.1649 -0.8705 -0.3 -0.5 -0.2
H -12.1944 -1.6287 -0.9775 -0.7 0.0 -0.3
H -12.1165 -2.2185 -2.6780 0.1 -0.2 0.2
H -11.8025 -0.5524 -2.2975 0.4 0.0 0.1
H -9.8093 -1.0992 -0.9883 0.2 -0.2 0.2
H -9.6611 -2.0421 -2.4604 0.2 0.4 -0.2
H -10.7576 -4.0265 -1.2040 0.0 0.1 -0.4
H -10.3174 -3.1712 0.2103 0.3 0.0 0.2
H -7.9346 -2.9662 -0.6966 0.5 -0.3 -0.3
H -8.5136 -4.0071 -2.1400 0.4 0.8 -0.1
H -8.0086 -6.0603 1.3810 -0.1 0.1 0.2
H -8.6930 -4.3623 1.4632 -0.2 -0.4 0.0
H -5.9901 -4.8103 1.9318 -0.2 -0.3 0.1
H -6.4117 -3.3622 1.1621 -1.0 0.2 0.2
H -4.8341 -5.2742 0.0069 -0.4 -0.7 -0.1
H -5.5080 -3.8985 -0.7148 -0.2 0.1 -0.1
H -6.6008 -6.6187 -0.7547 -1.0 -0.2 -0.2
H -6.7163 -5.3729 -2.0367 -0.4 -0.3 0.0
H -10.1132 -6.2441 -0.2607 0.3 0.7 0.5
H -8.7477 -7.1480 -0.8236 0.2 0.1 -0.1
H -9.5828 -5.9793 -1.8783 0.4 0.0 -0.1
C -1.2619 3.5797 4.5961 0.6 -0.1 0.2
C -1.1097 5.0021 5.1180 -0.3 0.2 -0.6
C 0.2726 5.6924 5.2232 -1.3 -0.4 0.1
C 1.1048 5.7823 3.9437 0.7 0.7 1.7
N 2.4628 6.4411 4.3244 1.5 0.2 -0.4
C 2.3192 7.9055 4.7689 -0.3 -0.1 -0.1
C 2.8763 8.7941 3.6656 -0.2 1.1 -0.5
C 3.0288 7.9301 2.3955 -0.2 -1.0 1.4
C 3.3651 6.5812 3.0553 -0.6 -0.3 -0.6
C 3.2395 5.7078 5.4371 0.3 -0.1 -1.8
H -2.2852 3.2224 4.7151 -0.1 0.2 -0.1
H -0.6606 2.9359 5.2417 0.2 -0.2 -0.2
H -0.9719 3.4496 3.5516 0.1 0.0 -0.1
H -1.5281 4.9305 6.1216 0.0 0.6 0.1
H -1.7007 5.7029 4.5264 -0.5 -0.2 0.1
H 0.7656 5.2315 6.0788 0.4 0.1 -0.3
H -0.0474 6.6956 5.5070 0.5 0.1 0.3
H 0.6742 6.5012 3.2474 -0.2 -0.3 -0.2
H 1.2674 4.7985 3.5067 0.3 0.2 -0.1
H 2.8515 7.9641 5.7145 -0.2 0.4 0.0
H 1.2688 8.1602 4.8975 0.1 -0.3 0.3
H 3.7946 9.3184 3.9280 0.2 -0.4 0.1
H 2.1568 9.6033 3.5407 0.1 0.0 -0.3
H 3.8627 8.1867 1.7454 -0.2 0.4 0.0
H 2.1026 7.8451 1.8280 0.1 0.2 -0.1
H 4.4370 6.5849 3.2532 -0.2 -0.1 0.9
H 3.1847 5.7286 2.3992 -0.2 -0.1 0.2
H 4.1422 6.2700 5.6717 -0.4 0.5 0.2
H 3.6651 4.8348 4.9409 -0.5 -0.5 0.4
H 2.6045 5.5238 6.2981 0.3 0.0 -0.2
C 1.9377 0.1698 -7.8271 -0.9 0.4 -1.0
C 3.2926 -0.0061 -7.2080 0.6 -0.8 0.0
C 3.5428 -1.3636 -6.4605 -0.8 1.0 -1.3
C 3.4303 -2.5327 -7.5042 0.6 -0.3 1.4
N 3.8359 -3.8930 -6.8844 -1.2 0.6 0.5
C 3.5498 -5.0209 -7.8863 0.7 -0.2 -0.4
C 3.5209 -6.2936 -7.0789 -0.3 0.1 1.5
C 2.7850 -5.8340 -5.7845 1.1 -0.5 0.1
C 2.8203 -4.3114 -5.8069 -0.7 0.1 -0.4
C 5.2725 -3.8694 -6.4337 -0.8 -1.0 -0.1
H 1.8561 1.1864 -8.2152 0.2 0.0 -0.3
H 1.0276 0.1109 -7.2252 0.4 -0.4 0.6
H 1.7864 -0.4870 -8.6849 0.0 0.0 0.0
H 3.4805 0.8852 -6.6071 0.3 -0.3 0.5
H 4.0371 -0.0133 -8.0064 0.0 0.4 -0.1
H 2.7445 -1.3719 -5.7154 0.2 -0.7 0.2
H 4.5153 -1.2800 -5.9775 0.0 -0.4 0.0
H 4.0760 -2.4738 -8.3806 0.2 0.6 0.1
H 2.4122 -2.6136 -7.8825 0.0 -0.2 0.2
H 4.3481 -5.0619 -8.6265 -0.3 0.4 -0.3
H 2.5726 -4.7717 -8.2972 0.2 -0.1 -0.3
H 4.5289 -6.6341 -6.8456 0.0 -0.1 -0.1
H 2.9584 -7.1600 -7.4201 0.2 0.3 -0.9
H 3.3282 -6.1492 -4.8934 -0.1 -0.3 -0.1
H 1.8145 -6.3276 -5.7827 -0.2 0.7 0.3
H 2.9801 -3.9264 -4.8010 0.4 0.5 -0.3
H 1.9016 -3.8950 -6.2210 -0.1 0.0 0.4
H 5.4159 -4.8834 -6.0630 0.7 0.1 -0.2
H 5.4794 -3.2000 -5.6021 -0.4 0.2 -0.2
H 5.8662 -3.6351 -7.3152 0.2 -0.2 0.2
C 9.6804 1.4976 -9.0494 0.5 0.1 -0.8
C 9.6995 2.0356 -7.6304 -0.7 -0.1 0.4
C 8.9287 1.1203 -6.6729 -0.2 -1.6 0.6
C 8.9115 1.5939 -5.2338 -0.4 0.1 0.3
N 7.7582 0.9658 -4.3315 2.0 0.3 0.6
C 7.8176 1.5615 -2.9232 -0.5 0.5 0.3
C 6.3992 1.8784 -2.4493 -0.7 -0.6 -0.9
C 5.6229 1.9590 -3.7728 -1.7 2.3 0.2
C 6.3744 1.3171 -4.8849 0.6 -1.9 -0.2
C 8.1425 -0.5309 -4.1986 -2.0 1.3 -0.6
H 10.0845 2.2369 -9.7412 0.2 0.0 0.1
H 8.7385 1.2084 -9.5178 -0.4 0.1 0.6
H 10.3213 0.6179 -9.1195 0.1 0.0 0.0
H 9.3087 3.0483 -7.5108 -0.2 0.1 -0.4
H 10.7421 2.1181 -7.3198 0.0 -0.2 0.2
H 9.3737 0.1215 -6.6485 0.5 0.1 -0.3
H 7.9178 0.8201 -6.9644 -0.2 0.8 -0.6
H 8.7989 2.6784 -5.2051 -0.2 0.0 0.3
H 9.8660 1.3123 -4.7899 -0.2 0.2 0.5
H 8.3117 0.8915 -2.2231 0.4 0.1 -0.3
H 8.3053 2.5320 -3.0013 0.5 -0.3 0.0
H 5.8590 1.1292 -1.8689 0.8 -0.3 0.3
H 6.3873 2.7843 -1.8460 0.0 0.1 -0.2
H 4.5903 1.6191 -3.6705 0.2 -0.7 0.0
H 5.3792 2.9759 -4.0919 0.6 0.4 0.3
H 5.8861 0.3810 -5.1609 0.2 -0.1 -0.1
H 6.4716 1.8957 -5.8012 0.2 0.2 0.2
H 9.0898 -0.6323 -3.6754 0.2 0.1 -0.6
H 8.0442 -0.8192 -5.2429 0.7 -0.9 0.3
H 7.3792 -1.0162 -3.5897 -0.1 0.0 -0.1
C -6.8818 0.5359 -0.6110 1.2 0.4 -1.3
C -5.6619 1.1931 -1.3236 -0.3 0.0 0.2
C -4.2512 0.8854 -0.8150 0.9 -0.3 -0.1
C -3.8798 -0.5856 -0.6044 0.7 -0.5 0.2
N -2.4510 -0.8301 0.0544 -1.0 0.0 -0.9
C -2.2534 0.0994 1.2340 0.7 -1.3 0.2
C -1.2584 1.1222 0.7169 -0.9 1.6 1.3
C -0.3806 0.4624 -0.3009 0.5 -1.1 0.8
C -1.3532 -0.5104 -0.9871 0.6 0.7 0.2
C -2.3434 -2.2785 0.4882 0.6 0.6 -0.1
H -7.7270 0.8349 -1.2305 -0.3 0.4 0.7
H -6.8535 0.9229 0.4059 -0.7 -0.4 0.1
H -6.9090 -0.5510 -0.7135 0.3 -0.1 0.5
H -5.7371 2.2600 -1.1102 -0.3 0.1 -0.4
H -5.7259 1.0938 -2.4070 0.0 -0.2 0.0
H -4.0531 1.5179 0.0510 -0.2 -0.4 0.4
H -3.5310 1.2530 -1.5498 -0.1 0.2 -0.2
H -3.7967 -1.1135 -1.5555 -0.1 0.1 -0.1
H -4.5800 -1.1615 0.0014 0.0 0.3 0.3
H -1.8488 -0.5483 2.0134 0.4 0.2 0.0
H -3.2103 0.4033 1.6544 0.0 0.5 -0.5
H -0.7000 1.5408 1.5551 0.1 0.0 0.0
H -1.8535 1.9513 0.3305 0.3 0.1 -0.4
H 0.4104 -0.0708 0.2331 -0.1 -0.4 0.1
H 0.2157 1.1459 -0.9043 -0.7 0.1 -0.5
H -0.8926 -1.4456 -1.2995 -0.2 0.1 -0.1
H -1.7474 0.0413 -1.8395 -0.6 -0.5 0.0
H -2.2589 -2.8892 -0.4089 -0.7 -0.2 0.2
H -3.1292 -2.5044 1.2074 -0.4 -0.1 -0.5
H -1.4254 -2.4564 1.0502 0.2 0.5 -0.2
C -0.5628 -0.1861 4.6425 1.4 -0.2 0.5
C 0.2863 -1.1427 3.7895 -0.3 0.5 0.2
C -0.2369 -2.5887 3.7390 -0.9 0.2 0.7
C -0.2553 -3.2820 5.1486 0.7 -0.4 -0.9
N -0.8425 -4.6822 5.2100 -0.5 -2.6 0.1
C -0.6719 -5.4326 6.5573 0.0 1.3 1.6
C -0.4498 -6.8929 6.3369 -0.3 -1.7 -0.6
C -0.5268 -7.1213 4.7992 -0.1 0.6 0.5
C -0.1564 -5.7222 4.2677 -0.1 0.9 -0.2
C -2.3268 -4.7480 4.9096 0.6 1.9 0.5
H -0.1541 0.8097 4.4702 -0.4 0.2 -0.1
H -0.3140 -0.3745 5.6876 -0.6 0.0 0.2
H -1.6371 -0.2039 4.4610 0.0 -0.1 0.0
H 1.3252 -1.0765 4.1150 0.0 -0.2 0.2
H 0.2915 -0.6481 2.8148 0.0 -0.7 -0.5
H 0.2904 -3.1648 2.9788 0.0 -0.2 0.2
H -1.2833 -2.4598 3.4465 -0.1 -0.3 -0.3
H -0.7988 -2.6797 5.8743 0.2 0.0 0.1
H 0.7885 -3.4288 5.4261 -0.1 0.2 0.5
H -1.5593 -5.2988 7.1757 -0.1 0.5 -0.2
H 0.1444 -5.0096 7.1428 0.1 0.4 -0.4
H -1.1803 -7.5254 6.8430 -0.4 0.3 -0.1
H 0.4525 -7.2735 6.8154 0.4 0.4 -0.5
H -1.5306 -7.4074 4.4834 -0.1 0.2 0.1
H 0.0712 -7.9813 4.5019 0.5 0.5 -0.3
H -0.5330 -5.3961 3.2988 0.3 -0.6 -0.3
H 0.9036 -5.4791 4.3426 0.1 -0.3 0.0
H -2.7859 -5.6121 5.3814 0.2 -0.2 -0.6
H -2.4742 -4.5551 3.8482 -0.1 -0.7 0.0
H -2.7448 -3.8663 5.4001 -0.2 -0.1 0.2
C 4.2840 5.0688 -0.8913 0.0 0.5 0.0
C 5.3252 5.8908 -0.1264 0.3 0.4 -0.7
C 6.4993 6.2720 -1.0764 -0.7 0.3 -1.1
C 7.4989 7.1773 -0.4005 0.7 0.3 0.7
N 8.6868 7.7088 -1.2005 -0.4 -2.2 -1.3
C 9.6288 6.5349 -1.5293 0.5 -1.3 -0.8
C 10.8765 6.5356 -0.6226 0.2 1.4 0.2
C 10.5072 7.6640 0.3845 0.3 -0.6 -0.8
C 9.6440 8.6057 -0.4388 -1.2 0.3 0.4
C 8.1322 8.2733 -2.5446 1.1 -0.3 1.9
H 4.7397 4.1265 -1.1964 -0.4 -0.2 0.1
H 3.9374 5.5946 -1.7829 0.4 0.1 -0.2
H 3.3385 4.9501 -0.3600 0.3 -0.5 0.4
H 5.6434 5.4224 0.8058 0.2 -0.2 -0.1
H 4.8912 6.8539 0.1484 -0.1 0.0 0.1
H 6.0046 6.8084 -1.8902 -0.1 0.3 0.1
H 6.9635 5.4689 -1.6535 0.1 -0.5 0.7
H 7.9210 6.6100 0.4294 0.1 0.4 0.2
H 6.9658 8.0601 -0.0458 0.2 0.0 0.2
H 9.9137 6.5999 -2.5792 0.1 0.5 0.1
H 9.1360 5.5630 -1.4916 -0.6 0.3 0.3
H 11.7765 6.7509 -1.1975 -0.1 0.2 -0.1
H 11.0979 5.6407 -0.0440 -0.4 -0.3 -0.4
H 11.3355 8.1986 0.8456 0.0 -0.2 0.0
H 9.9814 7.0602 1.1243 -0.4 1.0 0.5
H 10.1752 9.1443 -1.2232 0.4 0.0 0.2
H 9.0476 9.3234 0.1247 0.1 0.0 0.1
H 9.0341 8.6745 -3.0012 -0.5 0.3 -0.5
H 7.3656 8.9918 -2.2616 0.2 0.2 -0.4
H 7.7122 7.4331 -3.0912 0.1 0.2 -0.1

=====

(2)
28
Properties=species:S:1:pos:R:3:forces:R:3 method="wB97M-V/def2-TZVPD" e_homo_ev="-8.0 / -9.3" charge=0
C 0.1390 3.0287 -0.2731 0.4 -2.4 1.3
C 2.2014 -3.1105 0.5051 0.0 -0.4 1.3
C -4.3088 -0.0953 -0.5854 0.2 -0.1 -0.9
C 1.3092 2.2553 0.5053 -0.5 3.0 -1.2
C 2.6486 -1.8225 -0.1468 -0.9 -0.6 -1.8
C 0.2337 -0.4549 -1.0113 -2.4 -0.7 -2.1
O -0.0146 -0.9964 1.6582 0.3 -1.9 -0.4
O -2.4577 1.7997 0.8046 -0.4 -0.2 -0.1
O 0.8035 1.1611 1.2262 0.8 0.5 -1.2
O 2.3158 -0.6505 0.5825 -0.4 0.1 0.2
P 0.7590 -0.2956 0.6196 1.0 0.0 2.4
S -3.2142 -0.9953 0.5791 -0.7 -0.1 -0.5
S -1.8394 0.4710 1.0141 -0.8 1.3 -0.1
H -0.5515 2.2056 -0.6234 0.7 1.3 -0.1
H -0.4140 3.5891 0.4882 0.0 0.1 -0.5
H 0.5476 3.6313 -1.0752 -0.1 0.1 -0.1
H 2.9057 -3.6040 1.2158 -0.8 1.1 0.4
H 1.1805 -2.7996 0.8438 1.0 -0.8 0.9
H 1.9817 -3.9835 -0.0914 0.1 0.2 -1.3
H -4.0445 1.0015 -0.6373 -0.4 -1.3 0.2
H -5.3394 -0.2959 -0.3034 0.0 0.5 0.5
H -4.2645 -0.5745 -1.5918 0.5 0.5 0.6
H 1.6952 2.9382 1.2389 0.0 0.3 0.7
H 2.1907 2.1978 -0.1587 -0.4 -1.4 0.1
H 2.0681 -1.8488 -1.0795 0.0 0.5 -0.1
H 3.6154 -1.6038 -0.5101 1.5 -0.6 0.2
H -0.3831 -1.3617 -1.3035 0.8 1.0 0.9
H 0.2366 0.2135 -1.8905 0.5 0.0 1.0

=====

Summary of M in g/mol
1138.13, 246.29
(order as listed above)